{
  "formula": "C16H49N3O11YZr",
  "method": "wB97M-V/def2-TZVPD",
  "charge": 3,
  "lumo_ev": -12.73,
  "elements": ["Zr", "Y", "O", "C", "C", "O", "H", "H", "H", "H", "O", "C", "C", "O", "H", "H", "H", "H", "C", "C", "C", "O", "C", "N", "H", "H", "H", "H", "H", "H", "H", "H", "H", "H", "H", "C", "C", "C", "O", "C", "N", "H", "H", "H", "H", "H", "H", "H", "H", "H", "H", "H", "C", "C", "C", "O", "C", "N", "H", "H", "H", "H", "H", "H", "H", "H", "H", "H", "H", "O", "H", "H", "O", "H", "H", "O", "H", "H", "O", "H", "H"],
  "xyz": [[-6.837, -1.669, 1.696], [-4.735, 3.217, -6.808], [-5.200, -6.321, 1.500], [-5.375, -7.663, 1.866], [-4.524, -8.783, 1.081], [-4.553, -8.960, -0.344], [-6.446, -7.865, 1.881], [-5.076, -7.776, 2.908], [-4.808, -9.674, 1.641], [-3.476, -8.658, 1.353], [-1.626, 1.064, -3.883], [-1.049, 0.772, -2.659], [-1.934, 0.603, -1.340], [-3.015, -0.351, -1.297], [-0.258, 1.515, -2.551], [-0.434, -0.116, -2.806], [-2.267, 1.638, -1.265], [-1.272, 0.439, -0.490], [-2.068, 4.570, 6.699], [-3.033, 5.549, 6.073], [-2.597, 6.042, 4.736], [-1.328, 6.675, 4.868], [-0.565, 6.955, 3.713], [-4.329, 4.791, 5.787], [-1.936, 3.537, 6.376], [-2.258, 4.480, 7.769], [-1.098, 5.067, 6.694], [-3.199, 6.305, 6.841], [-3.305, 6.711, 4.248], [-2.380, 5.230, 4.042], [0.484, 7.147, 3.939], [-1.050, 7.784, 3.198], [-0.512, 6.067, 3.083], [-4.608, 4.871, 4.820], [-3.928, 3.874, 5.647], [2.311, -6.582, 1.477], [1.727, -5.281, 0.882], [2.725, -4.146, 0.815], [3.091, -3.825, 2.173], [2.172, -2.897, 2.873], [1.201, -5.549, -0.465], [2.854, -6.289, 2.375], [2.904, -7.125, 0.741], [1.596, -7.307, 1.867], [0.926, -4.862, 1.490], [2.327, -3.347, 0.189], [3.597, -4.491, 0.258], [2.612, -2.849, 3.869], [1.123, -3.189, 2.902], [2.297, -1.896, 2.460], [0.279, -5.935, -0.315], [0.983, -4.616, -0.785], [5.095, 4.349, -2.101], [6.447, 3.574, -1.908], [6.278, 2.170, -1.293], [7.611, 1.715, -0.973], [7.674, 0.607, -0.143], [7.032, 3.377, -3.216], [4.502, 4.099, -2.981], [5.315, 5.413, -2.177], [4.407, 4.215, -1.266], [6.932, 4.223, -1.180], [5.777, 1.483, -1.974], [5.674, 2.152, -0.386], [7.138, 0.688, 0.803], [8.648, 0.125, -0.063], [7.149, -0.102, -0.784], [6.193, 3.053, -3.675], [7.673, 2.604, -3.109], [0.131, -2.260, -7.770], [-0.489, -2.957, -7.553], [-0.044, -1.575, -7.124], [-4.621, -3.221, -4.915], [-4.333, -2.535, -4.313], [-3.833, -3.737, -5.085], [-4.185, 0.258, -9.799], [-3.330, -0.168, -9.857], [-4.619, 0.038, -10.623], [-5.892, 5.003, -3.055], [-6.362, 5.833, -3.131], [-6.095, 4.692, -2.172]]
}


{
  "formula": "C7H10",
  "method": "wB97M-V/def2-TZVPD",
  "e_above_lowest_kj_mol": 433.9,
  "lumo_ev": 1.14,
  "elements": ["C", "C", "C", "C", "C", "C", "C", "H", "H", "H", "H", "H", "H", "H", "H", "H", "H"],
  "xyz": [[1.980, 1.314, 0.166], [-1.726, 1.532, -0.868], [1.394, 0.368, -0.560], [-1.316, 0.668, 0.054], [-0.245, -1.704, -0.126], [0.090, -1.292, 1.212], [-0.251, -0.300, 0.158], [2.823, 2.011, -0.081], [1.449, 1.403, 1.159], [-2.672, 2.043, -0.810], [-1.029, 1.825, -1.637], [1.634, -0.071, -1.484], [-2.112, 0.345, 0.693], [0.542, -2.123, -0.730], [-1.306, -2.174, -0.233], [-0.707, -1.374, 1.999], [1.002, -1.358, 1.636]]
}


{
  "formula": "C5H13NS",
  "method": "wB97M-V/def2-TZVPD",
  "e_above_lowest_kj_mol": 69.7,
  "lumo_ev": 0.97,
  "smiles": "CSCC[C@@H](C)N",
  "elements": ["C", "S", "C", "C", "C", "C", "N", "H", "H", "H", "H", "H", "H", "H", "H", "H", "H", "H", "H", "H"],
  "xyz": [[-1.541, -2.281, 1.078], [0.235, -2.008, 0.881], [0.322, -1.193, -0.819], [1.289, -0.024, -0.718], [0.716, 1.267, -0.080], [-0.434, 1.892, -0.900], [0.416, 1.211, 1.344], [-1.919, -2.779, 0.178], [-1.630, -2.901, 1.966], [-2.177, -1.426, 1.313], [-0.707, -0.890, -0.986], [0.646, -2.114, -1.288], [2.245, -0.238, -0.235], [1.590, 0.334, -1.716], [1.583, 1.950, -0.213], [-0.135, 1.835, -1.952], [-1.310, 1.284, -0.741], [-0.585, 2.930, -0.634], [0.144, 2.140, 1.648], [1.250, 1.010, 1.873]]
}


{
  "formula": "C3H8NO",
  "method": "wB97M-V/def2-TZVPD",
  "e_above_lowest_kj_mol": 526.6,
  "charge": 1,
  "lumo_ev": -5.27,
  "elements": ["O", "C", "C", "C", "N", "H", "H", "H", "H", "H", "H", "H", "H"],
  "xyz": [[0.303, -1.848, -1.249], [-0.476, -1.431, -0.380], [-0.344, 0.185, -0.019], [0.106, 0.392, 1.381], [0.651, 0.887, -0.917], [-1.381, -2.230, -0.073], [-1.233, 0.546, -0.469], [0.747, -0.457, 1.605], [-0.622, 0.447, 2.206], [0.894, 1.146, 1.450], [-0.506, 1.361, -0.783], [0.457, 0.799, -1.972], [1.403, 0.203, -0.780]]
}


{
  "formula": "C17H24F16N3O5",
  "method": "wB97M-V/def2-TZVPD",
  "charge": 1,
  "lumo_ev": -4.66,
  "elements": ["C", "C", "O", "O", "C", "C", "C", "C", "N", "C", "N", "N", "O", "H", "H", "H", "H", "H", "H", "H", "H", "H", "H", "H", "H", "H", "H", "H", "H", "C", "C", "C", "F", "F", "F", "F", "O", "C", "C", "F", "F", "F", "F", "H", "H", "H", "H", "C", "C", "C", "F", "F", "F", "F", "O", "C", "C", "F", "F", "F", "F", "H", "H", "H", "H"],
  "xyz": [[0.046, -3.292, 0.747], [-1.088, -2.391, 0.350], [-1.910, -1.929, 1.099], [-1.085, -2.111, -0.966], [-2.155, -1.275, -1.419], [-2.026, 0.190, -0.980], [-3.084, 0.722, -0.003], [-4.537, 0.349, -0.317], [-5.044, -0.730, 0.608], [-5.778, -1.754, 0.030], [-5.291, -3.066, 0.028], [-6.913, -1.467, -0.532], [-7.682, -2.331, -1.253], [0.897, -2.676, 1.053], [-0.277, -3.896, 1.597], [0.349, -3.929, -0.084], [-3.097, -1.724, -1.082], [-2.109, -1.365, -2.507], [-1.052, 0.289, -0.487], [-1.963, 0.837, -1.860], [-3.023, 1.817, -0.019], [-2.850, 0.414, 1.020], [-5.187, 1.225, -0.224], [-4.625, -0.039, -1.339], [-5.520, -0.338, 1.414], [-5.910, -3.722, 0.500], [-5.157, -3.410, -0.923], [-7.255, -0.509, -0.558], [-7.987, -3.031, -0.653], [2.856, 1.068, 4.790], [4.058, 0.447, 4.066], [4.963, 1.371, 3.241], [4.277, 1.908, 2.208], [5.975, 0.637, 2.735], [3.661, -0.594, 3.304], [4.865, -0.037, 5.055], [1.596, 0.937, 4.158], [1.106, 1.904, 3.339], [0.759, 1.345, 1.951], [1.856, 0.814, 1.367], [0.308, 2.353, 1.173], [1.926, 2.961, 3.246], [-0.067, 2.346, 3.860], [2.759, 0.486, 5.705], [3.060, 2.100, 5.076], [5.373, 2.170, 3.863], [-0.012, 0.576, 2.036], [3.061, 0.515, -1.688], [4.200, -0.060, -2.542], [5.133, 0.919, -3.266], [4.454, 1.633, -4.185], [6.087, 0.209, -3.903], [3.712, -0.963, -3.418], [5.009, -0.719, -1.661], [1.764, 0.528, -2.271], [1.282, 1.624, -2.927], [0.833, 1.291, -4.358], [1.873, 0.861, -5.087], [0.333, 2.409, -4.928], [2.127, 2.662, -2.903], [0.153, 2.017, -2.267], [2.978, -0.177, -0.851], [3.322, 1.487, -1.269], [5.609, 1.599, -2.555], [0.060, 0.519, -4.337]]
}


{
  "formula": "C2H9N3O",
  "method": "wB97M-V/def2-TZVPD",
  "e_above_lowest_kj_mol": 39.0,
  "charge": 1,
  "s2": 0.76,
  "lumo_ev": [-3.57, -8.25],
  "spin_multiplicity": 2,
  "elements": ["C", "N", "C", "N", "N", "H", "H", "H", "H", "H", "H", "H", "H", "H", "O"],
  "xyz": [[-1.594, 0.231, -0.356], [-0.818, 0.286, 0.907], [0.501, 0.166, 0.918], [1.136, -0.001, 2.119], [1.209, 0.281, -0.213], [-1.237, 0.997, -1.031], [-1.500, -0.755, -0.807], [-2.629, 0.440, -0.104], [-1.301, -0.046, 1.735], [0.618, -0.498, 2.837], [2.082, -0.338, 2.055], [2.156, 0.613, -0.056], [0.745, -0.636, -3.397], [0.550, -0.226, -1.917], [0.082, -0.514, -2.692]]
}


{
  "formula": "C29H73BN2O11",
  "method": "wB97M-V/def2-TZVPD",
  "lumo_ev": 0.31,
  "smiles": "NC[C@H](O)C[C@@H]1CC(=O)N[C@H]1CB(O)O.CC(C)O.CC(C)O.CC(C)O.CC(C)O.CC(C)O.CC(C)O.CC(C)O",
  "elements": ["N", "C", "C", "O", "C", "C", "C", "C", "O", "N", "C", "C", "B", "O", "O", "H", "H", "H", "H", "H", "H", "H", "H", "H", "H", "H", "H", "H", "H", "H", "H", "H", "C", "C", "C", "O", "H", "H", "H", "H", "H", "H", "H", "H", "C", "C", "C", "O", "H", "H", "H", "H", "H", "H", "H", "H", "C", "C", "C", "O", "H", "H", "H", "H", "H", "H", "H", "H", "C", "C", "C", "O", "H", "H", "H", "H", "H", "H", "H", "H", "C", "C", "C", "O", "H", "H", "H", "H", "H", "H", "H", "H", "C", "C", "C", "O", "H", "H", "H", "H", "H", "H", "H", "H", "C", "C", "C", "O", "H", "H", "H", "H", "H", "H", "H", "H"],
  "xyz": [[-3.275, -0.367, 1.087], [-3.133, 0.838, 1.907], [-4.438, 1.264, 2.575], [-5.543, 1.186, 1.678], [-4.416, 2.666, 3.208], [-3.156, 3.276, 3.849], [-3.594, 4.592, 4.559], [-2.927, 5.679, 3.744], [-3.371, 6.735, 3.417], [-1.649, 5.153, 3.301], [-2.066, 3.788, 2.853], [-0.795, 2.984, 2.609], [-0.137, 3.306, 1.216], [-0.422, 4.451, 0.514], [0.778, 2.435, 0.684], [-2.708, -0.263, 0.252], [-2.878, -1.159, 1.579], [-2.776, 1.661, 1.278], [-2.403, 0.690, 2.710], [-4.681, 0.533, 3.353], [-5.537, 1.965, 1.111], [-4.791, 3.385, 2.466], [-5.169, 2.643, 3.999], [-2.750, 2.598, 4.605], [-4.668, 4.725, 4.647], [-3.152, 4.651, 5.558], [-1.110, 5.013, 4.160], [-2.605, 3.987, 1.918], [-0.050, 3.278, 3.362], [-0.942, 1.911, 2.719], [-0.729, 5.165, 1.093], [1.147, 2.791, -0.133], [3.385, 2.425, 3.875], [2.902, 3.820, 3.528], [4.050, 4.808, 3.415], [1.935, 4.277, 4.483], [3.896, 2.420, 4.841], [2.542, 1.736, 3.948], [4.085, 2.050, 3.128], [2.358, 3.784, 2.581], [4.581, 4.879, 4.368], [3.680, 5.801, 3.155], [4.768, 4.490, 2.657], [2.371, 4.313, 5.342], [-8.586, -1.413, 2.198], [-9.083, 0.018, 2.333], [-9.127, 0.725, 0.987], [-8.279, 0.745, 3.258], [-7.570, -1.417, 1.793], [-8.569, -1.904, 3.171], [-9.224, -1.991, 1.526], [-10.082, 0.016, 2.776], [-8.122, 0.766, 0.559], [-9.492, 1.746, 1.105], [-9.778, 0.200, 0.286], [-7.388, 0.795, 2.881], [-1.531, -2.535, -3.490], [-2.092, -1.217, -2.985], [-1.738, -0.062, -3.907], [-1.637, -0.957, -1.656], [-0.439, -2.490, -3.535], [-1.803, -3.349, -2.817], [-1.907, -2.767, -4.488], [-3.177, -1.288, -2.892], [-0.651, 0.046, -3.974], [-2.151, 0.873, -3.527], [-2.122, -0.230, -4.914], [-0.675, -0.892, -1.677], [0.768, -5.837, -4.256], [1.458, -4.596, -4.798], [2.635, -4.942, -5.691], [1.859, -3.738, -3.728], [1.465, -6.422, -3.648], [-0.080, -5.561, -3.629], [0.411, -6.474, -5.067], [0.739, -4.004, -5.368], [3.392, -5.495, -5.126], [3.096, -4.034, -6.080], [2.314, -5.549, -6.536], [2.503, -4.211, -3.189], [1.159, -6.441, -9.771], [0.763, -4.979, -9.640], [0.701, -4.283, -10.990], [1.646, -4.292, -8.753], [2.155, -6.523, -10.216], [1.185, -6.921, -8.793], [0.459, -6.984, -10.406], [-0.214, -4.912, -9.155], [1.684, -4.306, -11.470], [0.406, -3.241, -10.870], [-0.011, -4.774, -11.655], [2.529, -4.316, -9.138], [2.863, -2.541, 4.215], [3.693, -1.276, 4.071], [5.109, -1.567, 3.598], [3.719, -0.554, 5.303], [3.313, -3.204, 4.960], [1.853, -2.298, 4.545], [2.800, -3.085, 3.272], [3.213, -0.601, 3.359], [5.624, -2.205, 4.323], [5.667, -0.635, 3.499], [5.107, -2.081, 2.636], [4.143, -1.120, 5.958], [7.068, 0.914, 0.851], [6.885, 2.182, 1.669], [8.032, 3.160, 1.473], [6.711, 1.874, 3.051], [7.980, 0.395, 1.160], [6.226, 0.237, 1.002], [7.149, 1.138, -0.213], [5.948, 2.664, 1.379], [8.973, 2.707, 1.799], [7.868, 4.063, 2.061], [8.137, 3.440, 0.424], [7.514, 1.444, 3.366]]
}


{
  "formula": "C25H24BrN3O2S4SbV",
  "method": "wB97M-V/def2-TZVPD",
  "e_above_lowest_kj_mol": 410.0,
  "charge": -1,
  "s2": 0.78,
  "lumo_ev": [2.20, 2.19],
  "spin_multiplicity": 2,
  "elements": ["V", "C", "C", "C", "C", "C", "Br", "N", "C", "H", "H", "H", "H", "H", "H", "S", "Sb", "S", "S", "C", "C", "C", "C", "C", "C", "C", "S", "O", "O", "N", "C", "C", "C", "C", "C", "N", "H", "H", "H", "H", "H", "H", "H", "H", "H", "H", "H", "C", "C", "C", "C", "C", "C", "C", "H", "H", "H", "H", "H", "H", "H"],
  "xyz": [[0.134, 0.134, 0.460], [3.672, -3.211, 2.814], [2.496, -2.299, 3.005], [2.065, -1.937, 4.290], [0.909, -1.168, 4.378], [0.311, -0.714, 3.226], [-1.324, 0.247, 3.424], [0.768, -0.924, 1.971], [1.813, -1.803, 1.920], [3.670, -4.005, 3.559], [4.603, -2.654, 2.917], [3.655, -3.656, 1.822], [2.574, -2.278, 5.177], [0.478, -0.916, 5.334], [2.101, -2.121, 0.925], [-0.436, -4.427, -3.050], [0.733, -3.059, -1.681], [-0.578, -0.910, -1.655], [-0.967, -2.129, -0.082], [-5.294, 6.042, 1.962], [-4.480, 4.928, 1.376], [-4.222, 3.770, 2.096], [-3.503, 2.733, 1.526], [-3.024, 2.856, 0.237], [-3.262, 4.008, -0.490], [-3.990, 5.038, 0.077], [-2.067, 1.508, -0.479], [-2.213, 0.413, 0.471], [-2.575, 1.285, -1.803], [-0.564, 1.982, -0.533], [-0.081, 2.567, 0.594], [-0.178, 3.923, 0.899], [0.452, 4.397, 2.039], [1.157, 3.505, 2.842], [1.201, 2.174, 2.479], [0.577, 1.706, 1.390], [-5.716, 5.748, 2.919], [-6.107, 6.301, 1.285], [-4.677, 6.929, 2.105], [-4.579, 3.675, 3.112], [-3.326, 1.820, 2.072], [-2.876, 4.071, -1.496], [-4.177, 5.941, -0.488], [-0.711, 4.582, 0.230], [0.406, 5.447, 2.288], [1.658, 3.834, 3.740], [1.734, 1.448, 3.087], [2.165, 0.152, -0.274], [2.264, 1.079, -1.400], [2.181, 0.612, -2.717], [2.257, 1.468, -3.796], [2.435, 2.827, -3.593], [2.542, 3.309, -2.297], [2.470, 2.450, -1.218], [2.824, 0.459, 0.548], [2.475, -0.842, -0.625], [2.067, -0.453, -2.900], [2.180, 1.071, -4.799], [2.498, 3.501, -4.436], [2.690, 4.368, -2.131], [2.578, 2.843, -0.214]]
}


E values (in eV) by entry order: -46645.61562; -7416.53794; -17720.52838; -6765.71210; -76197.28344; -8729.44627; -57438.80824; -180489.88527.